# 1
92
Properties=species:S:1:pos:R:3 method="wB97M-V/def2-TZVPD" largest_force_ha_per_bohr=0.0139 de_lowest_kj_mol=0.00 charge=+1 lumo_energy_ev=-3.8897 orbital_gap_ev=6.5 energy_ev=-127686.268 homo_ev=-10.36
Ru 0.73811 -0.56878 -0.23147
S 3.14388 -0.53552 0.15671
C 2.50790 0.00212 1.64613
N 1.19507 0.06345 1.64559
C 0.65738 0.38915 2.87818
C -0.69023 0.51652 3.19310
C -1.03299 0.85371 4.48958
C -0.05159 1.05859 5.46233
C 1.29157 0.92429 5.15680
C 1.63882 0.58308 3.85627
S 3.23463 0.36608 3.17446
H -1.43869 0.34918 2.43010
H -2.07613 0.96036 4.75665
H -0.34392 1.32256 6.46933
H 2.05038 1.08268 5.91130
C -3.93206 -1.48694 2.26522
C -3.78910 -0.74477 0.93595
C -5.09360 -0.03707 0.55923
C -3.33978 -1.66265 -0.18171
C -4.10004 -2.78195 -0.51966
C -3.72745 -3.61360 -1.55832
C -2.56699 -3.35887 -2.27933
C -1.76379 -2.27477 -1.96250
C -0.48087 -1.98267 -2.72518
C 0.12878 -3.22632 -3.36236
C -0.68293 -0.90153 -3.78676
C -2.18549 -1.43515 -0.92286
N -1.30876 -0.33839 -0.63494
C -1.66082 0.83863 -1.00353
C -0.62362 1.85431 -1.00524
N 0.56989 1.43785 -0.79193
C 1.62991 2.41475 -0.80485
C 1.67830 3.40212 0.18701
C 2.73921 4.30387 0.13132
C 3.70021 4.22388 -0.85752
C 3.62619 3.23192 -1.82214
C 2.59354 2.30701 -1.81513
C 2.45300 1.29595 -2.93410
C 3.78876 0.71548 -3.39285
C 1.70679 1.93427 -4.10941
C 0.65958 3.52733 1.30874
C -0.32416 4.67171 1.04174
C 1.33575 3.73456 2.66430
H -4.13966 -0.78080 3.07079
H -3.02298 -2.03424 2.51889
H -4.75828 -2.19909 2.23609
H -3.02800 0.02361 1.07099
H -5.89533 -0.76162 0.40693
H -4.99059 0.53590 -0.36424
H -5.40280 0.64439 1.35288
H -5.00288 -2.99659 0.03853
H -4.33803 -4.47055 -1.80912
H -2.28567 -4.02478 -3.08411
H 0.27900 -1.60903 -1.99090
H -0.46608 -3.55059 -4.21756
H 0.19241 -4.05764 -2.66037
H 1.13006 -3.00489 -3.73365
H -1.43035 -1.23627 -4.50781
H 0.24748 -0.71314 -4.32211
H -1.02771 0.04296 -3.36566
H -2.65569 1.04459 -1.39119
H -0.83676 2.88848 -1.25217
H 2.81216 5.08097 0.88046
H 4.51305 4.93769 -0.87955
H 4.38150 3.18522 -2.59485
H 1.84927 0.46286 -2.55586
H 4.39986 1.46280 -3.90105
H 3.61802 -0.09408 -4.10429
H 4.36058 0.32314 -2.55175
H 2.25925 2.79856 -4.48261
H 0.71170 2.27900 -3.81863
H 1.59773 1.22565 -4.93184
H 0.09441 2.59501 1.37200
H 0.20417 5.62528 0.98947
H -1.05904 4.73911 1.84576
H -0.86000 4.54799 0.09971
H 1.80196 4.71825 2.72951
H 2.11111 2.98934 2.83758
H 0.60042 3.66470 3.46770
C -0.79172 -3.89944 0.92389
As 0.83125 -2.85045 0.69027
C 1.53592 -2.95376 2.49049
C 2.04109 -4.03899 -0.25405
H -0.53441 -4.89056 1.29475
H -1.33899 -3.99187 -0.01120
H -1.42305 -3.39048 1.65113
H 1.52460 -3.99350 2.81559
H 0.92294 -2.35888 3.16647
H 2.55899 -2.58366 2.50128
H 1.82961 -5.08345 -0.02995
H 3.05084 -3.79158 0.07093
H 1.97396 -3.87204 -1.32575

---

# 2
99
Properties=species:S:1:pos:R:3 method="wB97M-V/def2-TZVPD" largest_force_ha_per_bohr=0.0827 de_lowest_kj_mol=0.00 spin_multiplicity=4 charge=-1 lumo_energy_ev="2.2763 / 1.5897" orbital_gap_ev="5.4 / 5.9" energy_ev=-173370.372 homo_ev="-3.11 / -4.32"
Re 0.24173 1.56575 -0.50554
O 0.01379 0.44633 -2.18153
C -1.19501 0.57888 -2.76565
C -1.25544 0.98719 -4.09853
C -2.45886 0.90954 -4.82203
C -3.62373 0.45380 -4.17102
C -3.57727 0.04513 -2.87464
C -2.42074 0.21237 -2.06867
C -2.47852 0.11000 -0.68799
N -1.48230 0.53086 0.07607
N -1.60047 0.31009 1.40053
C -0.62804 0.77894 2.10532
O 0.40586 1.37583 1.59370
C -0.66061 0.76705 3.56581
C -1.71371 0.09788 4.19113
C -1.78396 0.05701 5.59511
C -0.79903 0.76211 6.38888
C 0.24333 1.40035 5.70304
C 0.30118 1.42241 4.30500
H -0.33112 1.43326 -4.57596
H -2.55467 1.19567 -5.88094
H -4.60440 0.44341 -4.62101
H -4.41568 -0.36560 -2.37020
H -3.35980 -0.29795 -0.20346
H -2.43892 -0.49069 3.63155
H -2.52405 -0.56801 6.10410
H -0.83862 0.69130 7.47951
H 1.01217 1.91614 6.30286
H 1.10874 1.90853 3.75421
S 2.46571 1.37436 -0.53619
S 2.93164 2.13417 -2.35324
S 2.09575 3.96372 -2.43972
S 0.01284 3.33062 -1.74439
C 1.04195 -5.50627 -4.39290
C 0.62602 -4.82219 -3.06764
C -0.46906 -3.76236 -3.41357
C 0.03510 -5.87396 -2.15480
Si 2.15518 -3.90667 -2.24940
Br 1.20500 -2.36422 -0.86183
C 3.18558 -5.08686 -1.16641
C 4.47344 -4.37270 -0.72925
C 2.37879 -5.37513 0.08677
C 3.55807 -6.41235 -1.87002
C 3.24723 -2.89240 -3.48123
C 4.12337 -1.89216 -2.69529
C 4.18214 -3.75818 -4.35307
C 2.33877 -2.04079 -4.44758
H 0.12028 -5.85184 -4.87579
H 1.69627 -6.36621 -4.25689
H 1.50901 -4.80746 -5.11735
H -1.18719 -4.22281 -4.10784
H -0.03533 -2.87450 -3.90264
H -1.04038 -3.47166 -2.51773
H -0.87306 -6.26272 -2.65962
H -0.33264 -5.48331 -1.20422
H 0.67861 -6.77294 -1.94751
H 4.30832 -3.32074 -0.36463
H 5.26909 -4.38431 -1.45594
H 4.89648 -4.90206 0.16744
H 2.09769 -4.42078 0.57220
H 3.06407 -5.91747 0.77575
H 1.45908 -6.02991 0.02219
H 4.23463 -6.19578 -2.75677
H 2.66434 -6.94543 -2.18878
H 4.15224 -7.01621 -1.13931
H 4.95911 -2.34789 -2.15897
H 3.55989 -1.23266 -1.98561
H 4.60452 -1.19458 -3.44724
H 4.79963 -4.48630 -3.76146
H 4.82760 -3.12644 -5.00605
H 3.60282 -4.39392 -5.07858
H 1.62249 -1.47690 -3.80455
H 1.78639 -2.73044 -5.10392
H 2.92863 -1.30420 -4.99402
C -3.88970 4.77979 5.11030
C -3.35096 6.17233 4.78613
C -4.45023 7.10326 4.24791
C -2.56773 6.78444 5.96630
C -2.41096 6.04568 3.59865
C -1.16137 6.74835 3.53135
C -0.15871 6.37003 2.63088
C -0.46594 5.35871 1.74548
O 0.35108 4.76581 0.76594
B -0.32966 3.63402 0.24061
O -1.67678 3.69776 0.71834
C -1.72520 4.75631 1.67646
C -2.69203 5.15906 2.54748
H -4.46614 4.86854 6.06005
H -3.00183 4.10406 5.34674
H -4.50199 4.38906 4.30128
H -5.13780 7.42634 5.07159
H -5.13860 6.55448 3.56056
H -4.02759 7.93177 3.65816
H -3.08986 6.64840 6.95077
H -2.33084 7.83318 5.75137
H -1.60549 6.24734 6.12629
H -1.00065 7.43903 4.30633
H 0.87646 6.73721 2.63764
H -3.58944 4.57032 2.46141

---

# 3
92
Properties=species:S:1:pos:R:3 method="wB97M-V/def2-TZVPD" largest_force_ha_per_bohr=0.0074 de_lowest_kj_mol=0.00 charge=+1 lumo_energy_ev=-2.0957 orbital_gap_ev=7.4 energy_ev=-76275.571 homo_ev=-9.53
Cd 0.03047 0.58007 -0.62464
C -4.01992 0.23501 -3.09162
Si -3.08433 1.05396 -1.67699
C -2.01108 2.42383 -2.40199
C -4.32819 1.85761 -0.51029
N -1.98935 -0.01876 -0.87479
C -2.33013 -1.25401 -0.36157
C -3.66398 -1.68749 -0.24574
C -4.00108 -2.96517 0.16336
C -3.01140 -3.88118 0.48414
C -1.68489 -3.48423 0.41891
C -1.36224 -2.19499 0.04226
O -0.02005 -1.79278 -0.06948
C 0.96906 -2.45347 0.65202
C 2.11503 -2.80335 -0.04288
C 3.15893 -3.42412 0.62730
C 3.06404 -3.67867 1.98593
C 1.91717 -3.30756 2.67341
C 0.86063 -2.69798 2.01289
H -4.87768 0.85092 -3.36705
H -4.39928 -0.75240 -2.83152
H -3.40152 0.13033 -3.98500
H -2.53113 2.90029 -3.23571
H -1.05936 2.05997 -2.80366
H -1.80858 3.21129 -1.67325
H -5.23952 2.13583 -1.04174
H -3.91782 2.76922 -0.07124
H -4.61562 1.20453 0.31337
H -4.45285 -0.99526 -0.50451
H -5.04407 -3.24449 0.22696
H -3.25922 -4.88738 0.78933
H -0.89879 -4.18866 0.65319
H 2.17887 -2.59761 -1.10067
H 4.04811 -3.70889 0.08056
H 3.87558 -4.16688 2.50700
H 1.83390 -3.50170 3.73377
H -0.04056 -2.43449 2.54746
C 1.04746 -0.15298 -5.16144
S 1.53385 -0.86634 -3.59644
O 1.03430 0.15988 -2.58854
C 0.47200 -2.28840 -3.59723
C -0.90636 -2.16040 -3.52293
C -1.68419 -3.30404 -3.50460
C -1.08401 -4.55595 -3.57231
C 0.29390 -4.67373 -3.65460
C 1.08400 -3.53231 -3.66361
H -0.01254 0.09326 -5.12016
H 1.24647 -0.88211 -5.94523
H 1.64636 0.74154 -5.31390
H -1.35896 -1.18710 -3.42716
H -2.75802 -3.22163 -3.41809
H -1.69885 -5.44557 -3.55167
H 0.75636 -5.65010 -3.70162
H 2.16264 -3.60910 -3.71562
C 2.52072 3.23332 -0.31079
C 1.50979 3.53816 0.80323
C 2.21993 4.34961 1.88949
C 0.35305 4.34487 0.21106
P 0.88184 1.88127 1.39581
C 2.33550 1.11455 2.15880
C 3.13121 0.29212 1.36534
C 4.31542 -0.23491 1.85693
C 4.70863 0.03954 3.15675
C 3.91667 0.84420 3.96308
C 2.74285 1.38541 3.46649
C -0.51630 1.98527 2.62704
C -0.60464 0.61804 3.31272
C -1.82475 2.19162 1.84646
C -0.38694 3.10697 3.66185
H 2.83384 4.17655 -0.76161
H 2.09391 2.61662 -1.10886
H 3.40950 2.73173 0.07137
H 2.70714 5.20446 1.41698
H 2.99518 3.76959 2.39029
H 1.53293 4.73747 2.63726
H 0.75210 5.25149 -0.24725
H -0.36932 4.65038 0.96705
H -0.17521 3.78999 -0.57020
H 2.82993 0.05984 0.34916
H 4.92373 -0.86591 1.22557
H 5.62902 -0.37540 3.54445
H 4.21648 1.05892 4.97986
H 2.15139 2.02213 4.10876
H -0.65402 -0.18491 2.57374
H -1.52793 0.58283 3.89426
H 0.23077 0.41897 3.98120
H -2.06332 1.33518 1.21338
H -1.80718 3.08309 1.21866
H -2.63656 2.31486 2.56537
H 0.55223 3.09975 4.21157
H -1.19363 2.98797 4.38788
H -0.50750 4.08808 3.20445